Entry from OMol25: a 2-piece molecular cluster, CH6N5S overall at a distorted geometry (ωB97M-V/def2-TZVPD).

Cartesian coordinates (Å):
C (1.428, 0.137, 0.283)
N (-2.151, 1.022, 0.924)
N (-1.275, 1.291, 0.072)
N (-0.885, 0.446, -0.824)
N (1.453, -1.061, 0.367)
N (1.269, -2.251, -0.075)
S (1.424, 1.742, 0.562)
H (-2.380, 1.848, 1.413)
H (-1.445, -0.393, -0.792)
H (-0.508, 2.099, 0.329)
H (1.599, -3.077, 0.429)
H (1.546, -2.273, -1.180)
H (-0.074, 0.469, -1.507)

The electronic energy is -19408.0577 eV. The net charge is +1. The LUMO energy comes out at -4.85 eV. Its energy above the lowest of the compared OMol25 structures with the same formula, charge and spin is 206.5 kJ/mol.



Entry from OMol25: a 2-piece molecular cluster, CH6N6O3 overall at a distorted geometry (ωB97M-V/def2-TZVPD).

Cartesian coordinates (Å):
N (0.650, 1.694, 1.052)
N (-0.203, 0.680, 1.005)
N (-0.982, 0.602, 0.033)
O (-1.085, 1.371, -0.951)
N (-2.040, -0.500, 0.154)
O (-1.306, -1.604, 0.545)
O (-2.488, -0.664, -1.109)
H (0.502, 2.593, 0.558)
H (1.336, 1.671, 1.920)
H (-1.577, -1.872, 1.440)
H (-2.050, 0.127, -1.682)
N (1.953, -1.538, 0.377)
C (1.809, -0.994, -0.667)
N (2.018, -0.373, -1.685)
H (2.128, -1.134, 1.291)
H (1.335, -0.059, -2.282)

The electronic energy is -16209.3315 eV. Its SMILES is N/N=[N+](\[O-])N(O)O.N=C=N. The net charge is 0. The LUMO energy comes out at 0.50 eV. Its energy above the lowest of the compared OMol25 structures with the same formula, charge and spin is 100.2 kJ/mol.



Entry from OMol25: a 2-piece molecular cluster, CH6NO overall at a distorted geometry (ωB97M-V/def2-TZVPD).

Cartesian coordinates (Å):
C (0.137, -1.587, -0.545)
N (0.480, -0.420, -0.283)
O (-0.415, 1.841, 0.902)
H (0.836, -2.244, -1.214)
H (-0.793, -1.924, -0.067)
H (-0.046, 0.202, 0.387)
H (1.394, -0.081, -0.702)
H (-0.400, 2.424, 0.095)
H (-1.193, 1.790, 1.427)

The electronic energy is -4664.1594 eV. The net charge is +1. The LUMO energy comes out at -5.14 eV. Its energy above the lowest of the compared OMol25 structures with the same formula, charge and spin is 58.5 kJ/mol.



Entry from OMol25: an isolated ion of composition CH6NO and charge +1 at a distorted geometry (ωB97M-V/def2-TZVPD).

Cartesian coordinates (Å):
C (0.349, -0.399, 0.353)
N (-0.750, 0.531, -0.019)
O (1.506, 0.275, -0.305)
H (0.543, -0.594, 1.494)
H (0.226, -1.414, -0.010)
H (-0.416, 1.496, 0.228)
H (-0.847, 0.643, -1.083)
H (-1.722, 0.364, 0.376)
H (2.230, -0.314, -0.633)

The electronic energy is -4656.6810 eV. The net charge is +1. The expectation value of S² is 2.004. The spin multiplicity is 3. The LUMO energy (alpha / beta) comes out at -4.32 / -9.37 eV. Its energy above the lowest of the compared OMol25 structures with the same formula, charge and spin is 243.1 kJ/mol.



Entry from OMol25: a 2-piece molecular cluster, CH6NO2 overall at a distorted geometry (ωB97M-V/def2-TZVPD).

Cartesian coordinates (Å):
O (-2.000, 0.937, 0.983)
H (-2.847, 0.393, 1.057)
H (-2.244, 1.841, 1.374)
H (0.827, -2.500, -0.793)
C (1.320, -0.672, -0.532)
N (0.844, 0.526, -0.276)
O (0.462, -1.601, -0.664)
H (2.381, -0.893, -0.655)
H (-0.107, 0.618, 0.070)
H (1.364, 1.352, -0.564)

The electronic energy is -6696.1516 eV. The net charge is +2. The expectation value of S² is 0.754. The spin multiplicity is 2. The LUMO energy (alpha / beta) comes out at -9.22 / -16.98 eV. Its energy above the lowest of the compared OMol25 structures with the same formula, charge and spin is 96.1 kJ/mol.



Entry from OMol25: a 3-piece molecular cluster, CH6NO4 overall at a distorted geometry (ωB97M-V/def2-TZVPD).

Cartesian coordinates (Å):
N (-1.429, 1.331, -1.274)
C (-0.563, 0.655, -0.377)
O (-0.236, -0.518, -0.618)
O (-0.187, 1.360, 0.605)
H (-2.053, 0.725, -1.792)
H (-2.019, 2.044, -0.874)
H (1.159, -1.965, -0.789)
H (2.333, -1.130, -0.936)
O (2.126, -2.040, -0.685)
H (0.604, -0.846, 2.121)
H (0.028, 0.533, 1.946)
O (0.238, -0.148, 2.673)

The electronic energy is -10817.2872 eV. The net charge is -1. The LUMO energy comes out at 4.13 eV. Its energy above the lowest of the compared OMol25 structures with the same formula, charge and spin is 17.0 kJ/mol.